No. 1
Here is a structure of composition C15H18Cl6N2O3Pd from the OMol25 dataset. Energies are from ωB97M-V/def2-TZVPD.

```
45
Properties=species:S:1:pos:R:3
Pd -1.330 -0.278 -0.950
C -0.555 4.567 -1.394
N 0.505 3.570 -1.485
C 1.861 4.077 -1.645
C 0.200 2.262 -1.403
O -0.961 1.863 -1.382
C 1.336 1.246 -1.408
O 0.989 0.076 -0.704
C 1.528 -0.053 0.596
C 0.505 0.342 1.661
O -0.522 0.907 1.320
N 0.784 -0.006 2.939
C -0.221 0.199 3.969
C 1.983 -0.715 3.351
H -0.587 5.167 -2.306
H -0.371 5.226 -0.544
H -1.504 4.064 -1.261
H 1.813 5.014 -2.198
H 2.481 3.399 -2.225
H 2.346 4.274 -0.685
H 2.267 1.648 -1.016
H 1.499 0.970 -2.453
H 2.427 0.558 0.711
H 1.814 -1.097 0.707
H -1.082 0.690 3.528
H 0.186 0.819 4.773
H -0.529 -0.764 4.385
H 2.763 -0.661 2.599
H 1.767 -1.767 3.557
H 2.376 -0.263 4.263
Cl -4.054 -1.547 -1.823
C -3.220 -0.071 -1.248
H -3.682 0.194 -0.302
H -3.297 0.665 -2.044
Cl 0.107 -2.076 -3.316
C -0.463 -2.988 -1.926
C -1.012 -2.331 -0.834
C -1.443 -3.151 0.199
Cl -2.146 -2.436 1.641
C -1.338 -4.542 0.173
Cl -1.883 -5.512 1.495
C -0.775 -5.158 -0.940
Cl -0.616 -6.872 -0.999
C -0.328 -4.376 -2.000
Cl 0.383 -5.133 -3.378
```

Values from the calculation:
DFT total energy = -3806.6103 Eh
Strongest force on any atom = 1.96 eV/A
Energy above the lowest of the compared OMol25 structures with the same formula, charge and spin = 16.1 kcal/mol
LUMO level = 0.030 eV
Spin multiplicity = 1

No. 2
Here is the molecule C21H20N4O4S2 from the OMol25 dataset. Energies are from ωB97M-V/def2-TZVPD.

```
51
Properties=species:S:1:pos:R:3
C 6.669 3.840 -0.711
C 5.678 2.692 -0.659
O 4.574 2.750 -1.145
N 6.189 1.606 -0.007
C 5.595 0.365 0.249
C 6.369 -0.605 0.886
C 5.830 -1.846 1.166
C 4.528 -2.144 0.807
C 3.747 -1.183 0.169
C 2.354 -1.469 -0.209
C 1.977 -2.873 -0.560
N 1.583 -0.452 -0.239
N 0.251 -0.549 -0.531
C -0.660 -1.398 0.035
O -0.371 -2.254 0.850
C -2.061 -1.158 -0.413
C -2.383 -0.595 -1.646
C -3.703 -0.407 -2.003
C -4.728 -0.787 -1.139
N -6.058 -0.577 -1.479
S -7.203 -0.177 -0.320
O -7.490 -1.303 0.507
O -8.260 0.450 -1.048
C -6.346 1.020 0.666
C -6.035 0.941 1.988
C -5.303 2.064 2.431
C -5.073 2.959 1.434
S -5.751 2.457 -0.064
C -4.412 -1.383 0.081
C -3.091 -1.566 0.431
C 4.284 0.073 -0.101
H 7.571 3.536 -1.239
H 6.215 4.677 -1.233
H 6.938 4.151 0.297
H 7.136 1.690 0.337
H 7.390 -0.383 1.164
H 6.433 -2.588 1.668
H 4.115 -3.111 1.049
H 1.496 -3.360 0.289
H 1.247 -2.858 -1.370
H 2.848 -3.444 -0.870
H -0.097 0.329 -0.895
H -1.608 -0.317 -2.344
H -3.949 0.030 -2.960
H -6.227 -0.117 -2.360
H -6.328 0.111 2.603
H -4.964 2.194 3.442
H -4.547 3.891 1.490
H -5.211 -1.708 0.727
H -2.830 -2.032 1.368
H 3.673 0.812 -0.588
```

Values from the calculation:
DFT total energy = -2128.6010 Eh
Strongest force on any atom = 0.91 eV/A
Energy above the lowest of the compared OMol25 structures with the same formula, charge and spin = 51.4 kcal/mol
LUMO level = 0.259 eV
Spin multiplicity = 1
SMILES string = CC(=O)Nc1cccc(/C(C)=N/NC(=O)c2ccc(NS(=O)(=O)c3cccs3)cc2)c1

No. 3
Here is a cluster of 5 separate species, C5H20N2O5 in total from the OMol25 dataset. Energies are from ωB97M-V/def2-TZVPD.

```
32
Properties=species:S:1:pos:R:3
C 0.439 0.029 3.214
C -0.539 0.987 2.532
C -0.806 0.609 1.087
C -1.693 -0.632 1.023
O -2.353 -1.006 0.085
N -1.221 1.799 0.291
C -1.110 1.647 -1.138
N 0.183 1.919 -1.661
H 1.464 0.390 3.347
H 0.468 -0.919 2.707
H 0.204 -0.208 4.256
H -0.165 2.003 2.586
H -1.466 1.022 3.075
H 0.071 0.238 0.557
H -1.822 -1.145 2.007
H -2.180 1.929 0.638
H -1.781 2.331 -1.605
H -1.536 0.722 -1.485
H 0.314 2.876 -1.858
H 0.974 1.539 -1.109
O -0.195 -2.665 -0.922
H -0.391 -2.224 -1.774
H -0.997 -3.212 -0.765
O 2.173 -1.397 -0.376
H 1.419 -1.847 -0.826
H 2.404 -1.947 0.390
O 3.316 1.198 0.209
H 2.470 1.591 0.438
H 3.023 0.254 -0.032
O 0.177 -1.430 -3.444
H 1.043 -1.704 -3.733
H 0.245 -0.446 -3.356
```

Values from the calculation:
DFT total energy = -688.1863 Eh
Strongest force on any atom = 2.51 eV/A
Energy above the lowest of the compared OMol25 structures with the same formula, charge and spin = 47.8 kcal/mol
LUMO level = 0.516 eV
Spin multiplicity = 1
SMILES string = CC[C@@H](C=O)NCN.O.O.O.O

No. 4
Here is a cluster of 2 separate species, C8H16N2O6 in total from the OMol25 dataset. Energies are from ωB97M-V/def2-TZVPD.

```
32
Properties=species:S:1:pos:R:3
C 2.920 -1.105 -0.125
O 4.027 -0.252 0.023
C 3.664 1.102 0.143
C 3.347 1.798 -1.174
C 1.878 1.903 -1.530
O 1.204 2.640 -0.506
C -0.042 2.255 -0.175
O -0.925 3.071 0.029
O -0.181 0.927 0.016
C -1.306 0.353 -0.670
C -0.929 -0.682 -1.682
O -1.783 -1.147 -2.414
H 3.288 -2.116 -0.203
H 2.228 -1.027 0.709
H 2.397 -0.875 -1.049
H 4.531 1.590 0.566
H 2.859 1.245 0.860
H 3.699 2.818 -1.077
H 3.880 1.338 -1.997
H 1.428 0.939 -1.726
H 1.789 2.481 -2.444
H -1.932 1.103 -1.132
H -1.926 -0.149 0.065
H 0.102 -1.061 -1.759
N -3.652 -2.928 2.767
C -3.916 -1.969 1.831
N -5.198 -1.501 1.812
O -3.062 -1.559 1.061
H -4.336 -3.280 3.408
H -2.719 -3.290 2.802
H -5.420 -0.798 1.134
H -5.915 -1.822 2.433
```

Values from the calculation:
DFT total energy = -875.3754 Eh
Strongest force on any atom = 2.25 eV/A
Energy above the lowest of the compared OMol25 structures with the same formula, charge and spin = 52.1 kcal/mol
LUMO level = 0.567 eV
Spin multiplicity = 1
SMILES string = COCCCOC(=O)OCC=O.NC(N)=O

No. 5
Here is a structure of composition C3H3LiNaO3 from the OMol25 dataset. Energies are from ωB97M-V/def2-TZVPD.

```
11
Properties=species:S:1:pos:R:3
H 1.662 1.691 -0.408
C 1.087 -1.296 0.017
C 0.089 -0.280 -0.100
O -1.122 -0.630 -0.534
C -2.255 0.253 -0.333
O -2.332 0.746 0.787
O 2.295 -1.004 0.197
H 0.785 -2.330 -0.237
H 0.153 0.599 0.551
Li -3.911 1.419 -0.152
Na 3.549 0.833 0.213
```

Values from the calculation:
DFT total energy = -511.5282 Eh
Strongest force on any atom = 2.22 eV/A
<S²> = 0.76
Energy above the lowest of the compared OMol25 structures with the same formula, charge and spin = 52.9 kcal/mol
LUMO level (alpha / beta) = -0.827 / -0.828 eV
Spin multiplicity = 2

No. 6
Here is the molecule C5H7NO from the OMol25 dataset. Energies are from ωB97M-V/def2-TZVPD.

```
14
Properties=species:S:1:pos:R:3
O -0.936 -0.360 -0.927
C -1.268 0.575 0.004
N -1.087 0.291 1.281
C -0.718 -0.854 1.867
C 0.453 -0.750 -0.991
C 1.373 0.344 -0.676
C 2.061 1.280 -0.362
H -1.499 1.589 -0.295
H -1.211 1.083 1.903
H -0.725 -1.755 1.277
H -0.610 -0.864 2.939
H 0.653 -1.591 -0.313
H 0.593 -1.108 -2.014
H 2.684 2.098 -0.081
```

Values from the calculation:
DFT total energy = -324.5387 Eh
Strongest force on any atom = 0.49 eV/A
Energy above the lowest of the compared OMol25 structures with the same formula, charge and spin = 116.6 kcal/mol
LUMO level = 0.915 eV
Spin multiplicity = 1

No. 7
Here is a structure of composition C2H2O3Sr from the OMol25 dataset. Energies are from ωB97M-V/def2-TZVPD.

```
8
Properties=species:S:1:pos:R:3
C -1.091 1.083 0.239
Sr -2.812 -0.451 0.738
H -1.036 1.758 -0.627
O -0.183 -1.305 -0.766
C 0.626 -0.483 -0.329
O 0.288 0.552 0.360
O 1.901 -0.851 -0.150
H 2.307 -0.303 0.534
```

Values from the calculation:
DFT total energy = -333.6901 Eh
Strongest force on any atom = 3.94 eV/A
Energy above the lowest of the compared OMol25 structures with the same formula, charge and spin = 41.0 kcal/mol
LUMO level (alpha / beta) = -0.054 / 0.030 eV
Spin multiplicity = 1

No. 8
Here is a cluster of 2 separate species, C15H25N3O5S in total from the OMol25 dataset. Energies are from ωB97M-V/def2-TZVPD.

```
49
Properties=species:S:1:pos:R:3
C -4.466 0.456 -0.206
C -3.388 0.005 0.741
C -2.489 -0.988 0.362
C -1.472 -1.425 1.220
C -0.567 -2.520 0.713
C -1.343 -0.839 2.506
S -0.041 -1.362 3.681
N 1.029 -0.104 3.647
O -0.434 -1.431 5.089
O 0.825 -2.465 3.266
C -2.252 0.178 2.888
C -2.194 0.865 4.233
C -3.260 0.579 2.003
H -5.239 1.023 0.321
H -4.035 1.093 -0.984
H -4.941 -0.408 -0.682
H -2.590 -1.429 -0.625
H -0.675 -3.417 1.331
H 0.477 -2.195 0.734
H -0.809 -2.791 -0.319
H 1.503 -0.161 4.538
H 1.662 -0.326 2.894
H -1.188 1.242 4.433
H -2.880 1.715 4.273
H -2.479 0.166 5.025
H -3.956 1.356 2.300
C 0.343 -0.630 -4.794
N -0.285 0.200 -3.764
C 0.294 0.729 -2.681
O -0.376 1.424 -1.931
C 1.776 0.450 -2.382
C 1.911 -0.931 -1.732
O 3.184 -1.453 -2.042
N 2.372 1.476 -1.509
C 3.680 1.658 -1.338
C 4.100 2.816 -0.465
O 4.522 0.921 -1.834
H 0.820 -1.506 -4.349
H -0.413 -0.969 -5.505
H 1.094 -0.050 -5.335
H -1.260 0.435 -3.879
H 2.313 0.442 -3.330
H 1.790 -0.849 -0.652
H 1.153 -1.612 -2.120
H 3.842 -0.745 -1.907
H 1.730 2.112 -1.056
H 3.679 3.739 -0.859
H 5.188 2.882 -0.466
H 3.745 2.648 0.550
```

Values from the calculation:
DFT total energy = -1525.2424 Eh
Strongest force on any atom = 2.99 eV/A
Energy above the lowest of the compared OMol25 structures with the same formula, charge and spin = 9.7 kcal/mol
LUMO level = 0.418 eV
Spin multiplicity = 1
SMILES string = Cc1cc(C)c(S(N)(=O)=O)c(C)c1.CNC(=O)[C@H](CO)NC(C)=O